# 1
The following is a DFT calculation (ωB97M-V/def2-TZVPD) of C16H36AlIN2O2 as an isolated structure in a non-equilibrium geometry.

```
58
C16H36AlIN2O2 ωB97M-V/def2-TZVPD
N -2.0659 1.2738 -3.4711
C -1.4167 0.4585 -2.4378
C -1.7096 -1.0466 -2.4837
Al -0.0318 -2.2295 -2.5121
C -0.3049 -3.7022 -3.9033
C 0.6562 -3.8372 -5.0862
O 1.6064 -2.7863 -5.2672
C 0.0709 -3.1050 -0.6588
C 1.5305 -3.2259 -0.1915
C 2.0542 -1.8253 0.0955
I 4.0823 -1.4438 -0.4335
H -1.4557 1.4612 -4.2487
H -2.9066 0.8304 -3.8044
H -1.7593 0.8397 -1.4662
H -0.3454 0.6670 -2.4916
H -2.3483 -1.3393 -1.6462
H -2.2733 -1.2866 -3.3912
H 1.3027 -1.3483 -2.7313
H -0.3552 -4.6678 -3.3949
H -1.3020 -3.5202 -4.3166
H 1.2590 -4.7431 -5.0062
H 0.0799 -3.9435 -6.0142
H 1.1260 -1.9596 -5.3239
H -0.4502 -2.4811 0.0795
H -0.3999 -4.0902 -0.6639
H 1.5914 -3.8234 0.7243
H 2.1587 -3.7154 -0.9364
H 2.0190 -1.6028 1.1587
H 1.4464 -1.0921 -0.4278
C -0.2712 1.5720 4.5202
C 0.5501 1.1382 3.2933
C 1.6615 2.1444 2.9666
C 1.1633 3.4705 2.4019
C 0.2708 3.2607 1.1835
C -0.9133 2.3156 1.4276
N -0.2981 1.0642 2.0329
O 0.0752 0.2761 1.2230
C -1.9648 2.9538 2.3420
C -1.5941 1.9374 0.1210
C 1.1324 -0.2374 3.5698
H -0.3168 2.6505 4.6454
H -1.2887 1.1849 4.4831
H 0.1983 1.1667 5.4120
H 2.3467 1.6812 2.2499
H 2.2188 2.2981 3.8906
H 0.6365 4.0444 3.1675
H 2.0233 4.0732 2.1107
H -0.1517 4.2047 0.8406
H 0.8707 2.8591 0.3617
H -2.7214 2.2275 2.6374
H -2.4597 3.7430 1.7823
H -1.5539 3.4076 3.2380
H -0.8971 1.5502 -0.6189
H -2.0569 2.8335 -0.2845
H -2.3712 1.1909 0.2824
H 0.3459 -0.9765 3.7241
H 1.7258 -0.1680 4.4776
H 1.7809 -0.5818 2.7689
```

As for the calculated total energy: -38942.52317 eV. For the HOMO energy, the calculation gives -6.86 eV. Its charge is 0. Its gap between HOMO and LUMO is 3.0 eV.


# 2
The following is a DFT calculation (ωB97M-V/def2-TZVPD) of a 6-piece molecular cluster, C16H36Br14INSi overall in a non-equilibrium geometry.

```
69
C16H36Br14INSi ωB97M-V/def2-TZVPD
C -1.6761 3.5233 -3.4560
N -2.3578 2.2793 -3.0919
C -1.6617 1.5396 -2.0243
Si 0.2712 1.3748 -2.2881
I 1.1370 -0.8043 -1.4608
H -2.4311 4.1936 -3.8854
H -0.9416 3.3855 -4.2523
H -1.2516 4.0741 -2.5999
H -3.2371 2.5738 -2.6768
H -2.0669 0.5133 -2.0055
H -1.8492 1.9547 -0.9740
H 0.9264 2.4057 -1.4753
H 0.6854 1.6718 -3.6770
Br -5.1079 3.5670 -0.8122
C -6.0915 1.9778 -0.2606
C -5.2132 1.0303 0.5091
Br -4.0112 0.0511 -0.6700
H -6.5097 1.5366 -1.1598
H -6.8987 2.3475 0.3688
H -5.8147 0.2695 1.0024
H -4.5928 1.5314 1.2457
Br -7.9953 6.7286 1.7290
C -7.2892 7.6272 0.1529
C -5.8272 7.3298 -0.0427
Br -4.7179 8.3369 1.2000
H -7.4943 8.6861 0.2741
H -7.8708 7.2393 -0.6810
H -5.5026 7.6436 -1.0329
H -5.5898 6.2813 0.1009
Br 0.9462 -0.5854 3.1529
C 0.7256 1.3413 3.0027
C -0.5311 1.6884 2.2515
Br -0.3113 1.4082 0.3249
H 1.6241 1.7255 2.5301
H 0.6740 1.7054 4.0277
H -0.7636 2.7460 2.3623
H -1.3880 1.0969 2.5612
Br 0.6245 -2.4908 8.2607
C 1.5991 -2.5288 6.5755
C 2.9841 -1.9586 6.7244
Br 2.9493 -0.0159 6.8207
H 0.9969 -1.9914 5.8498
H 1.6481 -3.5799 6.2981
H 3.5868 -2.1898 5.8482
H 3.4947 -2.3093 7.6157
Br 4.2585 -0.8717 -1.2566
C 5.7098 -2.1306 -0.9131
C 5.9668 -2.2947 0.5593
Br 6.9476 -0.7790 1.2897
H 6.5810 -1.7786 -1.4580
H 5.3607 -3.0635 -1.3449
H 6.6015 -3.1599 0.7408
H 5.0537 -2.3880 1.1397
Br 5.1657 -5.6805 -2.3887
C 5.8459 -4.8272 -4.0002
C 7.2675 -5.2327 -4.2804
Br 8.5134 -4.3173 -3.0969
H 5.7285 -3.7560 -3.8645
H 5.1877 -5.1624 -4.7991
H 7.5571 -4.9360 -5.2863
H 7.4367 -6.2974 -4.1552
Br 1.1580 -5.6970 -1.0818
C -0.7061 -5.4049 -1.5603
C -1.2266 -4.1103 -0.9921
Br -1.5947 -4.2607 0.9135
H -1.2595 -6.2735 -1.2177
H -0.7198 -5.3743 -2.6480
H -2.1804 -3.8509 -1.4475
H -0.5326 -3.2841 -1.1143
```

As for the calculated total energy: -1015238.05983 eV. For the HOMO energy, the calculation gives -8.50 eV. Its charge is 0. Its gap between HOMO and LUMO is 8.6 eV.


# 3
The following is a DFT calculation (ωB97M-V/def2-TZVPD) of a 2-piece molecular cluster, C16H36BrN8O2PS overall in a non-equilibrium geometry.

```
65
C16H36BrN8O2PS ωB97M-V/def2-TZVPD
C 0.7586 -1.0951 1.4886
C -0.2395 0.0304 1.2548
C -1.5767 -0.1608 1.9499
Br -2.3046 1.5943 2.4389
N -2.5703 -0.8178 1.0881
O -1.9654 -2.1241 0.6984
C -1.8483 -2.1799 -0.5932
N -1.7577 -2.2170 -1.7429
C -3.8055 -1.0876 1.6850
N -3.9798 -2.2224 2.4629
P -4.5170 -3.6632 1.6982
S -6.3793 -4.1374 1.9396
N -4.7700 -0.2125 1.4483
C -6.1257 -0.2521 1.9420
C -7.2045 -0.0986 0.8148
N -7.6427 1.3011 0.8183
N -8.3713 -0.9014 1.1149
N -6.6623 -0.5987 -0.4348
H 1.6663 -0.8275 0.9548
H 0.9762 -1.2343 2.5441
H 0.4221 -2.0453 1.0865
H 0.2164 0.9460 1.6188
H -0.4085 0.1826 0.1900
H -1.4447 -0.6901 2.8910
H -4.5129 -2.0612 3.3131
H -3.6548 -4.6455 2.1874
H -4.1525 -3.4391 0.3704
H -4.5061 0.5791 0.8825
H -6.2565 0.5504 2.6651
H -6.3105 -1.2025 2.4282
H -8.5595 1.3144 0.3844
H -7.0499 1.8654 0.2181
H -8.2350 -1.8474 0.7841
H -8.5580 -0.9310 2.1071
H -6.1913 0.1195 -0.9642
H -7.3936 -1.0008 -1.0042
C 3.2969 0.5339 -3.0449
C 4.2245 0.1657 -1.8721
C 5.6357 -0.0926 -2.4079
C 6.3840 1.1654 -2.8665
C 5.9495 2.4285 -2.1017
C 5.3272 2.1614 -0.7279
N 4.1779 1.2788 -0.9009
O 3.5113 1.0315 0.2178
C 4.8087 3.4906 -0.1824
C 6.3704 1.6096 0.2514
C 3.7083 -1.0990 -1.2222
H 2.2857 0.7082 -2.6749
H 3.2583 -0.2692 -3.7871
H 3.6328 1.4431 -3.5453
H 6.2167 -0.5894 -1.6277
H 5.5732 -0.8113 -3.2284
H 7.4555 1.0005 -2.7361
H 6.2364 1.3250 -3.9363
H 6.8028 3.0989 -1.9822
H 5.2186 2.9806 -2.6987
H 4.0061 3.8718 -0.8148
H 5.6147 4.2281 -0.1625
H 4.4222 3.3728 0.8281
H 7.1880 2.3255 0.3635
H 6.7985 0.6641 -0.0813
H 5.9184 1.4504 1.2300
H 3.6758 -1.9207 -1.9412
H 2.7053 -0.9161 -0.8468
H 4.3334 -1.4020 -0.3818
```

As for the calculated total energy: -123350.47276 eV. Its relative energy (zero: lowest compared OMol25 entry of this formula, charge and spin) is 0.0 kJ/mol. For the HOMO energy, the calculation gives -4.08 eV. Its charge is 0. Its gap between HOMO and LUMO is 1.8 eV.


# 4
The following is a DFT calculation (ωB97M-V/def2-TZVPD) of C16H36Cl5IInKLiN3NaO15P2SV as an isolated structure in a non-equilibrium geometry.

```
84
C16H36Cl5IInKLiN3NaO15P2SV ωB97M-V/def2-TZVPD
O -2.6431 -6.0016 6.7511
C -2.7518 -4.7571 6.7971
O -4.0079 -4.1559 6.4501
C -3.7189 -2.8939 5.7556
C -4.5868 -2.8089 4.3830
C -3.9537 -1.8284 3.2949
C -2.9830 -2.5288 2.2283
In -0.7969 -2.4941 2.7179
C 0.3392 -2.2976 0.7332
C 1.0489 -0.8698 0.6440
O 2.2301 -0.6692 1.0305
I -0.0856 0.7768 -0.2211
P -0.1369 -4.7981 3.6089
S 1.8032 -4.8929 3.8658
P -0.0375 -0.5606 4.1734
O -1.2800 0.5655 4.5141
O 0.7918 -1.0603 5.5747
H -1.8216 -4.1540 7.0692
H -2.6172 -2.7998 5.4702
H -4.0352 -2.0482 6.4747
H -5.5933 -2.3379 4.7034
H -4.8638 -3.8496 3.9826
H -3.4316 -0.9435 3.8225
H -4.8383 -1.3923 2.6926
H -3.3249 -3.6159 2.0489
H -3.1567 -1.9821 1.2099
H 1.1693 -3.0960 0.7302
H -0.3681 -2.5100 -0.1368
H -0.9069 -5.2236 4.7467
H -0.4868 -5.7287 2.5473
H -1.3980 1.0907 3.6826
H 1.2329 -0.2396 5.9191
O -8.2568 0.0883 7.0006
V -7.6026 -0.3575 5.4540
O -6.9547 -0.7956 3.9002
Li 2.2970 -4.0401 -0.2463
O -1.8628 -3.8956 -1.8816
Cl -3.2779 -3.5780 -1.7661
O -3.5109 -2.9004 -0.5055
O -4.0516 -4.7966 -1.8103
O -3.6690 -2.7152 -2.8588
Na 1.1261 2.9044 0.1734
C 0.0040 5.4014 -3.0682
O 0.5576 6.0949 -2.1711
O 0.4075 5.7944 -4.3100
O -0.8120 4.4589 -2.9941
H 0.9897 6.4906 -3.9481
C 1.0039 0.6462 -4.9731
C 0.5819 1.6368 -6.0524
N 1.6925 2.3274 -6.6963
C 1.2681 3.4406 -7.5440
C 0.4283 3.1121 -8.7788
C 2.7233 1.4721 -7.2653
C 2.2845 0.4755 -8.3361
H 1.5930 1.1387 -4.1960
H 0.1163 0.2167 -4.5007
H 1.5869 -0.1867 -5.3800
H -0.0578 2.3811 -5.5664
H -0.0501 1.1107 -6.7857
H 2.1489 4.0106 -7.8589
H 0.6951 4.1362 -6.9208
H 1.0385 2.6985 -9.5840
H -0.0261 4.0283 -9.1672
H -0.3835 2.4138 -8.5602
H 3.1976 0.9145 -6.4508
H 3.5313 2.0944 -7.6627
H 1.3482 -0.0190 -8.0907
H 3.0471 -0.3040 -8.4478
H 2.1799 0.9542 -9.3121
K 0.6718 -1.2182 -8.5811
C 3.1132 5.9727 3.4000
O 2.7529 5.3982 2.3816
N 2.3655 6.9290 4.0019
N 4.2912 5.7023 4.0136
H 2.6423 7.4121 4.8368
H 1.4828 7.1580 3.5747
H 4.8754 4.9968 3.5955
H 4.6049 6.1620 4.8487
C 4.9629 -2.7446 5.0390
Cl 6.6642 -2.2926 4.8833
Cl 4.3207 -2.2402 6.6112
Cl 4.0165 -2.0354 3.7243
H 4.8875 -3.8280 4.9700
Cl 8.2263 -2.1195 2.5979
```

As for the calculated total energy: -204268.62676 eV. For the HOMO energy, the calculation gives -6.81 eV. Its charge is 0. Its gap between HOMO and LUMO is 1.2 eV.